This record from OMol25 describes C8H24B2Cs2O4S2 as an isolated structure in a non-equilibrium geometry. The level of theory is ωB97M-V/def2-TZVPD.

CARTESIAN COORDINATES (ANGSTROEM)
1 Cs 4.988 -0.934 -1.052
2 Cs 2.018 2.002 -3.287
3 B 1.993 -0.327 -1.076
4 H 2.400 -0.789 -0.115
5 H 0.903 -0.032 -0.860
6 H 2.493 0.621 -1.381
7 H 2.078 -1.032 -1.957
8 B 5.166 2.071 -3.726
9 H 4.808 1.891 -2.662
10 H 6.325 2.140 -3.787
11 H 4.782 1.147 -4.287
12 H 4.678 2.968 -4.238
13 C -3.380 0.941 0.277
14 C -3.513 1.589 1.658
15 C -3.390 3.100 1.439
16 S -1.987 3.251 0.321
17 O -0.744 3.259 1.068
18 O -2.275 4.313 -0.627
19 C -2.260 1.628 -0.484
20 H -4.383 0.843 -0.137
21 H -3.165 -0.100 0.544
22 H -2.761 1.354 2.414
23 H -4.511 1.452 2.078
24 H -3.169 3.807 2.233
25 H -4.236 3.406 0.818
26 H -1.302 1.111 -0.565
27 H -2.506 1.825 -1.529
28 C 0.857 -3.543 0.613
29 C -0.678 -3.641 0.629
30 C -1.101 -2.191 0.826
31 S -0.167 -1.711 2.316
32 O -0.799 -2.346 3.452
33 O 0.147 -0.299 2.253
34 C 1.304 -2.747 1.843
35 H 1.285 -3.038 -0.250
36 H 1.204 -4.576 0.708
37 H -1.006 -4.289 1.442
38 H -0.971 -4.158 -0.286
39 H -2.169 -2.087 1.019
40 H -0.748 -1.573 0.001
41 H 1.669 -3.239 2.746
42 H 2.125 -2.067 1.610

Properties
- highest occupied orbital energy (eV) = -9.0
- net charge = 0

---

This record from OMol25 describes C8H24BF4KO4 as an isolated structure. The level of theory is ωB97M-V/def2-TZVPD.

CARTESIAN COORDINATES (ANGSTROEM)
1 K -17.138 -8.507 12.981
2 B -16.265 -9.181 9.988
3 F -17.486 -9.492 10.668
4 F -16.273 -9.722 8.710
5 F -16.137 -7.773 9.966
6 F -15.197 -9.724 10.749
7 C -20.558 -10.740 14.077
8 C -19.376 -11.307 13.336
9 O -18.131 -10.911 13.925
10 H -20.484 -10.950 15.149
11 H -21.501 -11.140 13.708
12 H -20.581 -9.652 13.980
13 H -19.327 -10.907 12.322
14 H -19.419 -12.396 13.261
15 H -18.076 -11.229 14.830
16 C -13.740 -8.406 16.708
17 C -14.125 -8.362 15.241
18 O -15.220 -9.231 14.936
19 H -12.985 -7.652 16.924
20 H -13.355 -9.390 16.982
21 H -14.625 -8.208 17.314
22 H -13.274 -8.627 14.605
23 H -14.425 -7.352 14.967
24 H -14.950 -10.117 15.197
25 C -19.799 -5.957 12.584
26 C -20.089 -6.316 14.025
27 O -19.221 -7.377 14.422
28 H -20.501 -5.181 12.265
29 H -19.956 -6.807 11.920
30 H -18.792 -5.562 12.450
31 H -21.133 -6.639 14.106
32 H -19.971 -5.431 14.656
33 H -19.077 -7.345 15.372
34 C -16.279 -3.647 12.928
35 C -16.199 -4.867 13.807
36 O -15.886 -6.059 13.057
37 H -16.399 -2.744 13.534
38 H -17.107 -3.695 12.222
39 H -15.358 -3.509 12.357
40 H -17.150 -5.083 14.292
41 H -15.447 -4.721 14.589
42 H -15.007 -5.941 12.682

Properties
- highest occupied orbital energy (eV) = -10.9
- energy relative to the best compared isomer or geometry (same formula, charge and spin) (kJ/mol) = 5.9
- net charge = 0